# 1
Formula: C4H4S2
Source: OMol25
Level of theory: the ωB97M-V functional and the def2-TZVPD basis

The value obtained for the HOMO energy is -0.324 Ha. Its max |F| is 4.2 eV/A. Its spin multiplicity is 1. The gap between HOMO and LUMO is 7.349 eV. The value obtained for the lowest unoccupied orbital energy is -0.0542 hartree. The calculated total energy comes out at -951.08939 hartree. As for the structure (SMILES): C=C(C=S)C=S. The net charge is 0.

The geometry in XYZ format:
```
10
Properties=species:S:1:pos:R:3:lowdin_charge:R:1
H 1.266 -1.760 -0.074 0.02
S -2.739 0.010 -0.112 0.66
C 0.091 1.418 0.119 0.04
H -1.245 -1.854 0.559 0.07
H 0.986 1.890 -0.096 0.01
C 1.223 -0.715 -0.157 -0.56
C -1.319 -0.770 0.261 -0.54
C -0.013 0.079 -0.002 -0.44
H -0.868 1.992 0.310 0.08
S 2.737 -0.031 -0.014 0.67
```



# 2
Formula: C4H4S3
Source: OMol25
Level of theory: the ωB97M-V functional and the def2-TZVPD basis

The value obtained for the HOMO energy is -0.327 Ha. Its max |F| is 2.0 eV/A. Its spin multiplicity is 1. The gap between HOMO and LUMO is 7.722 eV. The value obtained for the lowest unoccupied orbital energy is -0.0429 hartree. The calculated total energy comes out at -1349.30657 hartree. As for the structure (SMILES): C=C(C=S)C(=S)S. The net charge is 0.

The geometry in XYZ format:
```
11
Properties=species:S:1:pos:R:3:lowdin_charge:R:1
H -2.249 2.377 -0.160 -0.09
S 2.802 0.378 -0.419 0.72
H 1.357 1.049 1.342 0.05
C -1.085 0.350 -0.078 -1.13
C 1.427 0.443 0.453 -0.66
H 1.233 -2.092 -0.116 0.06
C 0.242 -0.281 -0.020 -0.54
H -0.597 -2.241 -0.367 0.06
S -2.503 -0.468 -0.243 0.67
S -0.910 2.095 -0.238 0.79
C 0.280 -1.609 -0.154 0.06
```



# 3
Formula: C4H4SSe
Source: OMol25
Level of theory: the ωB97M-V functional and the def2-TZVPD basis

The value obtained for the HOMO energy (spin up / spin down) is -0.315 / -0.312 Ha. Its max |F| is 2.5 eV/A. Its spin multiplicity is 1. The gap between HOMO and LUMO (spin up / spin down) is 7.456 / 6.722 eV. The value obtained for the lowest unoccupied orbital energy (spin up / spin down) is -0.0415 / -0.0648 hartree. The calculated total energy comes out at -2954.29348 hartree. The net charge is 0.

The geometry in XYZ format:
```
10
Properties=species:S:1:pos:R:3:lowdin_charge:R:1
H 0.079 -1.659 -2.060 0.09
H 2.240 0.733 1.433 0.11
S 1.988 -0.770 -0.633 0.93
Se -2.449 -0.370 -0.441 0.64
C 0.311 -0.956 -1.198 -0.42
H -2.937 1.813 0.379 0.08
H -0.404 0.792 1.484 0.06
C 0.157 0.406 0.711 -0.27
C 1.518 0.324 0.617 -0.43
C -0.503 -0.315 -0.294 -0.81
```



# 4
Formula: C4H4Si
Source: OMol25
Level of theory: the ωB97M-V functional and the def2-TZVPD basis

The value obtained for the HOMO energy (spin up / spin down) is -0.403 / -0.387 Ha. Its max |F| is 7.3 eV/A. Its spin multiplicity is 1. The gap between HOMO and LUMO (spin up / spin down) is 8.460 / 7.981 eV. The value obtained for the lowest unoccupied orbital energy (spin up / spin down) is -0.0917 / -0.0941 hartree. The calculated total energy comes out at -443.90260 hartree. The net charge is 0.

The geometry in XYZ format:
```
9
Properties=species:S:1:pos:R:3:lowdin_charge:R:1
H 1.957 0.489 -2.740 0.01
C -1.838 3.289 2.054 0.01
Si -0.370 -0.507 0.373 0.65
H 0.331 -1.200 1.429 -0.07
C 0.818 -0.174 -0.961 -0.30
C -1.424 2.280 1.660 -0.14
H -1.401 -1.364 0.064 -0.10
H -0.908 0.789 0.789 -0.12
C 1.584 0.102 -1.852 0.04
```



# 5
Formula: C4H5AgNaO3
Source: OMol25
Level of theory: the ωB97M-V functional and the def2-TZVPD basis

The value obtained for the HOMO energy is -0.430 Ha. Its max |F| is 1.8 eV/A. Its spin multiplicity is 1. The gap between HOMO and LUMO is 7.276 eV. The value obtained for the lowest unoccupied orbital energy is -0.1626 hartree. The calculated total energy comes out at -690.16782 hartree. The net charge is +1.

The geometry in XYZ format:
```
14
Properties=species:S:1:pos:R:3:lowdin_charge:R:1
C 1.035 -0.928 0.162 -0.46
H 2.577 -0.039 -0.997 0.06
C 2.307 -0.845 -0.310 0.03
O -1.217 -0.105 -0.064 -0.10
H 2.996 -1.676 -0.161 0.08
H -3.169 0.421 -0.249 0.10
C -2.205 0.934 -0.224 0.00
C 0.061 0.260 -0.008 -0.43
Ag -1.616 -2.431 0.875 0.87
O 0.423 1.412 -0.160 0.05
O 0.466 -1.817 0.907 -0.20
Na 2.509 1.722 0.768 0.79
H -2.019 1.464 -1.164 0.11
H -2.148 1.625 0.624 0.11
```



# 6
Formula: C4H5AlO4
Source: OMol25
Level of theory: the ωB97M-V functional and the def2-TZVPD basis

The value obtained for the HOMO energy (spin up / spin down) is -0.496 / -0.495 Ha. Its max |F| is 7.1 eV/A. Its spin multiplicity is 2. The gap between HOMO and LUMO (spin up / spin down) is 7.258 / 4.613 eV. The value obtained for the lowest unoccupied orbital energy (spin up / spin down) is -0.2296 / -0.3255 hartree. The calculated total energy comes out at -698.45712 hartree. The net charge is +1.

The geometry in XYZ format:
```
14
Properties=species:S:1:pos:R:3:lowdin_charge:R:1
C -2.271 -1.110 -0.878 -0.74
C 1.296 -0.884 0.885 -0.14
H 1.427 -1.648 1.661 0.11
Al -0.349 -1.752 -0.125 0.89
C 0.569 1.644 -0.566 0.22
O 0.840 0.278 1.408 -0.01
O -3.335 -0.620 -1.265 0.14
H 0.990 0.991 -1.335 0.12
H 1.010 2.300 1.436 0.16
H 0.130 2.599 -0.852 0.13
C 0.879 1.473 0.738 -0.04
O -2.092 -1.602 0.326 0.04
O -1.113 -0.875 -1.497 0.00
H 2.019 -0.793 0.064 0.11
```



# 7
Formula: C4H5BeO5
Source: OMol25
Level of theory: the ωB97M-V functional and the def2-TZVPD basis

The value obtained for the HOMO energy is -0.438 Ha. Its max |F| is 15.4 eV/A. Its spin multiplicity is 1. The gap between HOMO and LUMO is 5.235 eV. The value obtained for the lowest unoccupied orbital energy is -0.2460 hartree. The calculated total energy comes out at -545.97205 hartree. The net charge is +1.

The geometry in XYZ format:
```
15
Properties=species:S:1:pos:R:3:lowdin_charge:R:1
O 0.053 -0.782 4.155 0.25
O -0.528 0.454 2.410 0.15
H -1.652 0.027 0.721 0.16
H 0.138 -1.208 -0.123 0.13
H 0.541 0.924 -3.778 0.10
O -0.180 -1.744 2.191 0.10
O 0.828 1.180 -2.895 0.06
O 0.785 0.651 -0.856 -0.09
C -0.275 -0.712 2.943 -0.59
H 1.411 -0.123 0.866 0.15
C 0.461 -0.270 0.341 -0.07
Be 0.236 -2.162 3.268 0.73
C -0.695 0.491 0.982 -0.06
H -0.678 1.547 0.699 0.16
C 0.387 0.273 -2.027 -0.18
```



# 8
Formula: C4H5Br
Source: OMol25
Level of theory: the ωB97M-V functional and the def2-TZVPD basis

The value obtained for the HOMO energy (spin up / spin down) is -0.316 / -0.316 Ha. Its max |F| is 4.5 eV/A. Its spin multiplicity is 1. The gap between HOMO and LUMO (spin up / spin down) is 8.182 / 8.679 eV. The value obtained for the lowest unoccupied orbital energy (spin up / spin down) is -0.0149 / 0.0030 hartree. The calculated total energy comes out at -2729.23184 hartree. The net charge is 0.

The geometry in XYZ format:
```
10
Properties=species:S:1:pos:R:3:lowdin_charge:R:1
Br 3.412 1.882 -0.689 0.63
H -1.142 0.373 -0.760 0.09
H 1.000 -1.224 0.827 0.04
C 1.790 0.981 -0.247 -0.56
C -0.426 0.182 -0.003 -0.26
C 0.487 -0.982 -0.051 0.05
H -0.832 0.484 1.028 0.14
H 0.458 -1.910 -0.543 0.05
H 0.201 2.416 -0.218 0.14
C 0.559 1.304 -0.134 -0.31
```



Question: Number 5 is which compound?
Answer: C4H5AgNaO3



Question: Which of these has the lowest max |F|?
Answer: C4H5AgNaO3